Here is C31H43BF4I2N4OS as an isolated structure in a non-equilibrium geometry from the OMol25 dataset. Energies are from the ωB97M-V functional and the def2-TZVPD basis.

Each line ends with the Löwdin charge.
Cartesian coordinates (Å):
C 0.373 2.488 4.013  -0.1614
C 0.260 1.673 5.434  -0.2477
C 0.473 0.029 5.280  -0.2133
C -0.517 -0.667 4.177  -0.2253
C -0.026 -2.121 3.608  -0.2366
C 1.563 -2.244 3.249  -0.2107
C 2.241 -0.942 2.534  -0.1865
C 2.794 -1.215 0.993  -0.1164
C 4.400 -1.004 0.741  0.0654
C 4.936 -1.211 -0.816  0.0118
C 6.568 -0.977 -1.035  -0.1883
F 6.874 0.198 -1.914  -0.0005
F 7.230 -0.651 0.284  -0.0275
F 7.263 -2.236 -1.496  -0.0019
C 3.899 -1.625 -2.062  0.0716
B 4.624 -1.726 -3.557  -0.4723
N 4.219 -0.643 -4.586  0.0991
O 5.590 -2.763 -3.969  0.0249
C 2.264 -1.891 -1.814  -0.1053
C 1.790 -1.632 -0.229  -0.2660
S -0.102 -1.825 -0.007  0.8118
C -0.678 -0.853 -1.554  -0.3053
C -1.870 0.268 -1.490  -0.1257
N -2.523 0.470 -0.106  -0.0611
C -3.948 -0.036 -0.090  -0.2420
C -4.132 -1.592 0.394  -0.2214
C -4.542 -1.765 1.988  -0.1452
C -2.296 1.114 -2.830  -0.0779
C -3.468 2.279 -2.724  -0.1551
C -2.642 3.691 -2.374  -0.2018
C -3.490 4.717 -1.416  -0.2205
C -3.566 4.281 0.167  -0.2085
C -2.229 4.738 1.043  -0.2690
N -2.290 6.229 1.401  -0.0599
C -1.470 0.749 -4.228  0.0499
C -0.256 -0.402 -4.290  -0.0068
F 0.491 -0.724 -5.562  -0.0953
C 0.187 -1.252 -2.929  -0.1512
N 1.330 -2.291 -2.924  -0.1005
C 0.776 -3.685 -2.824  -0.5963
I -1.409 -4.174 -2.812  0.7130
C 1.605 -4.956 -2.771  -0.6695
C 3.233 -4.940 -2.834  -0.1714
I 0.679 -6.984 -2.650  0.6578
H -0.679 2.637 3.480  0.0634
H 1.087 2.006 3.220  0.0602
H 0.785 3.590 4.205  0.0840
H -0.822 1.902 5.864  0.1108
H 1.067 2.167 6.161  0.1117
H 1.612 -0.206 5.152  0.0990
H 0.160 -0.419 6.339  0.1165
H -0.676 0.028 3.220  0.1033
H -1.612 -0.796 4.634  0.1222
H -0.762 -2.424 2.740  0.0735
H -0.234 -2.907 4.482  0.1190
H 2.119 -2.542 4.258  0.1194
H 1.694 -3.194 2.540  0.1231
H 3.177 -0.635 3.208  0.1192
H 1.570 0.013 2.468  0.0934
H 5.065 -0.683 1.647  0.1075
H 3.409 -0.131 -4.144  0.0698
H 5.003 0.039 -4.728  0.0831
H 5.845 -2.495 -4.921  0.1290
H -2.434 1.462 0.203  0.0842
H -4.535 0.633 0.701  0.1261
H -4.439 0.072 -1.147  0.1056
H -5.065 -2.018 -0.216  0.1129
H -3.233 -2.292 0.125  0.0890
H -3.810 -2.582 2.461  0.0761
H -5.631 -2.229 2.134  0.0787
H -4.516 -0.755 2.591  0.0710
H -4.209 2.130 -1.828  0.0949
H -4.016 2.347 -3.760  0.1200
H -2.234 4.176 -3.358  0.1160
H -1.698 3.341 -1.751  0.1091
H -4.580 4.883 -1.872  0.1222
H -2.924 5.766 -1.436  0.1104
H -3.818 3.144 0.285  0.0767
H -4.493 4.871 0.635  0.1170
H -1.210 4.481 0.486  0.1244
H -2.278 4.134 2.070  0.1082
H -3.174 6.455 1.923  0.0710
H -2.202 6.821 0.545  0.0559
H -1.732 1.322 -5.222  0.1000
H 3.535 -4.512 -3.905  0.1005
H 3.643 -6.062 -2.838  0.0730
H 3.778 -4.407 -1.947  0.0877

As for the LUMO energy: -0.89 eV. The maximum force is 0.1180 Eh/bohr.